# C27H16Cl3N2O8Pr

A structure of composition C27H16Cl3N2O8Pr at a distorted geometry (the ωB97M-V functional and the def2-TZVPD basis, the Open Molecules 2025 dataset).

Structure (XYZ):
```
57
C27H16Cl3N2O8Pr | the Open Molecules 2025 dataset | the ωB97M-V functional and the def2-TZVPD basis
Pr -0.21 0.07 0.02
O -0.39 2.12 -1.12
C -1.17 3.11 -1.05
C -1.57 3.81 -2.24
C -2.38 4.91 -2.21
C -2.86 5.40 -0.99
C -2.52 4.76 0.17
C -1.68 3.64 0.19
C -1.36 3.03 1.45
N -0.62 2.00 1.61
C -0.39 1.51 2.94
C 1.12 1.23 3.11
N 1.55 0.28 2.12
C 2.44 -0.57 2.50
C 3.01 -1.64 1.74
C 4.08 -2.35 2.32
C 4.67 -3.42 1.69
C 4.17 -3.84 0.44
C 3.12 -3.19 -0.14
C 2.49 -2.05 0.46
O 1.55 -1.44 -0.13
H -1.21 3.41 -3.17
H -2.66 5.40 -3.13
H -3.51 6.26 -0.98
H -2.93 5.12 1.11
H -1.80 3.52 2.34
H -0.91 0.55 3.06
H -0.73 2.21 3.73
H 1.31 0.88 4.13
H 1.67 2.18 2.97
H 2.84 -0.50 3.53
H 4.44 -2.03 3.29
H 5.51 -3.93 2.14
H 4.65 -4.67 -0.06
H 2.73 -3.52 -1.09
Cl 2.81 -2.36 -6.50
C 1.80 -1.95 -5.15
C 2.22 -0.96 -4.27
C 1.41 -0.64 -3.20
Cl 1.90 0.61 -2.10
C 0.16 -1.28 -2.92
O -0.59 -0.98 -1.95
C -0.18 -2.27 -3.88
Cl -1.68 -3.08 -3.65
C 0.60 -2.61 -4.97
H 3.15 -0.44 -4.42
H 0.27 -3.38 -5.65
O -5.48 -2.25 2.84
C -4.47 -1.77 2.33
C -4.44 -0.70 1.29
O -5.42 -0.10 0.84
C -3.03 -0.51 0.95
C -2.22 -1.39 1.74
O -0.94 -1.43 1.62
C -3.06 -2.15 2.66
O -2.71 -2.92 3.56
O -2.53 0.31 0.10
```

The value obtained for the strongest force on any atom is 0.0303 hartree/bohr. As for the total charge: -2. For the LUMO energy (alpha / beta), the calculation gives 4.053 / 4.053 eV. The value obtained for the energy above the lowest of the compared OMol25 structures with the same formula, charge and spin is 2.75 kcal per mole. As for the orbital gap (alpha / beta): 6.07 / 6.10 eV. As for the spin multiplicity: 3. The total energy comes out at -99261.782 eV.